A structure of composition C23H44Cl3N4O3PmSSi in a non-equilibrium geometry, computed with wB97M-V/def2-TZVPD.

Output
* frontier orbital gap (spin up / spin down): 8.38 / 8.39 eV
* HOMO level (spin up / spin down): -8.2979 / -8.3097 eV
* E_LUMO (spin up / spin down): 0.08 / 0.08 eV
* DFT total energy: -4024.44486 Ha

Geometry as ORCA input:
```
! wB97M-V def2-TZVPD RIJCOSX def2/J DEFGRID3
* xyz 0 5
C -3.256 -2.229 -1.118
C -1.914 -2.811 -1.440
H -4.017 -2.507 -1.851
H -3.219 -1.133 -1.067
H -3.577 -2.587 -0.129
C -1.634 -3.528 -2.539
C -2.612 -3.859 -3.620
H -0.636 -3.938 -2.691
H -3.532 -3.253 -3.603
H -2.906 -4.922 -3.563
H -2.135 -3.708 -4.599
Pm -0.133 0.828 0.525
Cl -0.554 0.106 2.977
Cl -2.312 1.964 -0.205
C 2.557 -1.002 1.078
O 2.172 0.044 0.480
N 3.723 -1.590 0.835
C 4.733 -0.982 -0.029
C 4.114 -2.829 1.490
H 1.939 -1.482 1.859
H 4.383 -0.015 -0.396
H 4.936 -1.653 -0.874
H 5.653 -0.857 0.558
H 3.270 -3.237 2.048
H 4.953 -2.634 2.177
H 4.430 -3.561 0.739
H -1.885 -0.274 -2.685
H 0.102 -1.763 -4.294
C -1.338 0.525 -3.210
C 0.388 -0.722 -4.505
N 0.060 0.149 -3.377
H -1.422 1.451 -2.627
C 1.024 0.628 -2.570
O 0.831 1.463 -1.646
H 1.471 -0.673 -4.683
H 2.043 0.226 -2.774
H -1.786 0.639 -4.206
H -0.170 -0.382 -5.387
O -0.636 -1.101 -0.483
C -0.831 -2.462 -0.422
C 1.424 -2.859 -1.516
C 0.479 -3.244 -0.559
H 1.286 -1.913 -2.041
C 2.507 -3.699 -1.793
H -1.250 -2.715 0.569
C 0.717 -4.351 0.262
H 3.246 -3.415 -2.549
C 2.654 -4.902 -1.090
C 1.783 -5.211 -0.037
H 0.041 -4.548 1.105
H 3.468 -5.599 -1.330
H 1.933 -6.103 0.580
Si -5.014 3.690 0.848
Cl -5.414 1.945 -0.206
C -4.170 4.905 -0.304
C -4.302 3.237 2.532
C -6.695 4.537 1.170
H -3.294 4.473 -0.810
H -3.848 5.815 0.228
H -4.900 5.212 -1.069
H -7.156 4.852 0.213
H -6.563 5.438 1.802
H -7.400 3.861 1.680
H -3.398 2.597 2.470
H -5.069 2.684 3.093
H -4.048 4.140 3.113
C 4.388 3.759 3.035
N 3.364 2.937 2.380
C 2.055 3.194 2.650
S 0.907 3.418 1.408
N 1.708 3.360 3.945
C 2.412 2.664 5.046
H 3.956 4.208 3.925
H 4.741 4.555 2.371
H 5.231 3.113 3.285
H 3.517 2.747 1.388
H 0.694 3.411 4.063
H 2.802 3.406 5.753
H 1.702 2.018 5.567
H 3.230 2.056 4.653
*
```